[1]
# C25H49AuNO2SSi2

A structure of composition C25H49AuNO2SSi2 (ωB97M-V/def2-TZVPD, the OMol25 dataset).

Multiplicity: 3
Expectation value of S²: 2.010
Orbital gap (alpha / beta) (eV): 7.63 / 6.85
Total charge: +1

Each line ends with the Mulliken charge.
CARTESIAN COORDINATES (ANGSTROEM)
O  -0.3713  -1.0867  -1.9572  0.601
O  0.8306  0.8422  -3.2429  -0.089
C  0.3369  -2.3919  -2.3923  -0.314
C  -0.4418  -3.5145  -1.7610  -1.288
H  1.3436  -2.2816  -2.0096  0.436
H  0.3457  -2.4096  -3.4829  0.475
H  -0.5364  -3.3871  -0.6773  0.243
H  0.0995  -4.4496  -1.9474  0.457
H  -1.4368  -3.6094  -2.2079  0.307
C  -1.7462  -0.8781  -2.6594  0.141
C  -1.7254  -1.0757  -4.1550  -1.617
H  -2.0263  0.1307  -2.3711  0.287
H  -2.3582  -1.6242  -2.1395  0.523
H  -0.9835  -0.4434  -4.6632  0.148
H  -2.7181  -0.8042  -4.5437  0.463
H  -1.5704  -2.1241  -4.4265  0.411
C  0.3603  2.2024  -3.1007  -0.290
C  2.1275  0.6403  -3.8405  -0.119
C  -0.6228  2.5500  -4.1885  -1.240
H  1.2343  2.8715  -3.1009  0.443
H  -0.1163  2.2513  -2.1076  0.123
H  -0.1435  2.5069  -5.1710  0.299
H  -0.9779  3.5674  -4.0182  0.451
H  -1.4925  1.8834  -4.1776  0.199
C  2.0768  0.7984  -5.3401  -1.380
H  2.4187  -0.3868  -3.5550  0.225
H  2.8373  1.3382  -3.3748  0.218
H  1.2550  0.2289  -5.7875  0.268
H  3.0092  0.4210  -5.7591  0.426
H  1.9789  1.8547  -5.6133  0.339
H  0.2445  -0.3160  -2.1566  -0.088
Au  0.2504  -0.0776  1.6522  0.855
C  1.6344  0.1084  -0.0476  0.192
Si  3.3924  0.5011  0.5407  0.461
H  1.5203  -0.8789  -0.5179  -0.774
H  1.1595  0.8818  -0.6536  -0.183
C  4.5568  -0.6037  -0.4564  -1.116
C  3.8410  0.2737  2.3488  -0.936
C  3.7298  2.3006  0.1056  -1.055
C  -1.7170  -0.9354  1.3224  -0.573
Si  -3.2968  0.0883  1.2183  0.517
H  -1.7521  -1.6752  2.1379  0.529
H  -1.5202  -1.4804  0.3860  -0.304
C  -4.5024  -0.7308  0.0161  -1.077
C  -2.8757  1.7925  0.5607  -0.955
C  -4.1902  0.1926  2.8665  -0.923
H  3.1418  2.6056  -0.7700  0.194
H  4.7957  2.4559  -0.1143  0.341
H  3.4541  2.9540  0.9444  0.322
H  4.3146  -1.6655  -0.3123  0.315
H  5.5985  -0.4539  -0.1400  0.374
H  4.4872  -0.3877  -1.5314  0.245
H  3.3046  -0.5657  2.8071  0.207
H  3.5941  1.1786  2.9175  0.290
H  4.9259  0.0967  2.4426  0.386
H  -3.3134  1.9401  -0.4377  0.400
H  -1.7869  1.9178  0.4895  0.021
H  -3.2739  2.5680  1.2296  0.460
H  -5.0993  0.8040  2.7534  0.314
H  -3.5735  0.6413  3.6549  0.159
H  -4.4963  -0.8101  3.1978  0.301
H  -5.5131  -0.3282  0.1735  0.340
H  -4.5457  -1.8169  0.1797  0.322
H  -4.2317  -0.5549  -1.0330  0.228
S  0.7631  -2.4502  5.5335  -0.220
C  1.6057  -3.3233  4.2989  -0.517
C  1.6007  -2.6451  3.0634  -0.368
C  0.8977  -1.4312  3.1538  -0.338
C  0.4170  -1.1532  4.4063  -0.026
C  -0.3381  0.0347  4.6900  1.175
C  -0.9006  0.3506  5.9472  -0.887
C  -1.6218  1.5327  6.0889  -0.392
C  -1.7485  2.3869  4.9948  -0.839
C  -1.1678  2.0284  3.7730  -0.348
N  -0.5147  0.8737  3.6410  0.292
H  2.0561  -4.2785  4.4985  0.483
H  2.0687  -3.0020  2.1454  0.378
H  -0.7593  -0.3529  6.7540  0.401
H  -2.0749  1.7804  7.0520  0.421
H  -2.2912  3.3272  5.0622  0.400
H  -1.2367  2.6810  2.8945  0.448

Atomic forces in eV per Å
-0.433 -0.912 -1.309
-0.076 -0.176 0.365
-0.901 0.776 0.511
0.144 -0.278 -0.109
0.074 0.051 0.117
0.010 0.062 0.170
0.065 0.057 -0.219
-0.141 0.125 0.024
0.180 -0.065 0.107
0.786 -0.447 0.525
0.088 -0.050 -0.202
0.079 -0.013 0.182
0.043 0.450 -0.149
-0.210 -0.195 0.266
0.219 -0.009 0.199
0.007 0.161 0.005
0.359 -0.379 0.227
-0.290 -0.146 0.383
-0.033 0.207 -0.123
-0.264 -0.093 0.031
0.189 0.080 -0.265
-0.209 0.013 0.132
-0.065 0.005 -0.107
0.172 0.094 -0.013
0.185 0.148 -0.142
-0.085 0.426 -0.096
-0.053 -0.179 -0.104
0.097 0.092 0.148
0.041 0.087 -0.113
0.004 -0.231 -0.072
-0.126 0.265 -0.493
0.978 0.829 -0.308
-0.577 -0.687 0.975
0.177 0.036 -0.447
0.366 0.375 0.069
0.191 0.054 -0.067
-0.034 -0.033 -0.033
-0.149 -0.113 0.104
-0.034 0.062 -0.002
-0.612 -0.793 -0.285
0.142 -0.166 0.144
-0.010 0.171 -0.202
-0.135 0.092 0.224
0.028 -0.153 -0.009
-0.053 0.290 -0.098
0.048 -0.014 0.027
0.179 0.025 0.100
-0.262 0.028 0.067
0.065 -0.067 -0.221
0.063 0.145 -0.008
-0.217 -0.039 -0.118
0.047 -0.041 0.165
0.237 0.147 -0.030
0.013 -0.169 -0.029
-0.366 0.073 -0.042
0.109 0.095 0.234
-0.182 0.061 -0.005
0.109 -0.059 -0.255
0.234 -0.165 0.052
-0.121 -0.099 -0.121
0.054 0.232 -0.045
0.210 -0.083 -0.081
-0.045 0.220 -0.034
-0.071 -0.023 0.157
0.388 0.172 -1.047
-0.258 1.157 -1.388
-0.043 -1.007 1.473
-0.010 0.090 0.175
0.295 -0.919 -0.151
-1.060 1.260 0.682
0.173 0.108 -0.849
0.184 -0.295 -0.010
0.085 0.239 -0.460
-0.225 -0.139 0.927
0.075 -0.128 0.069
0.043 -0.098 0.171
-0.084 -0.070 0.410
-0.082 0.095 0.197
0.146 -0.038 -0.362
0.117 -0.212 0.077
0.019 -0.371 0.331

[2]
# C25H49BrClFIN6O9P2

A cluster of 3 separate species, C25H49BrClFIN6O9P2 in total (ωB97M-V/def2-TZVPD, the OMol25 dataset).

Multiplicity: 1
Orbital gap (eV): 7.86
Energy above the lowest of the compared OMol25 structures with the same formula, charge and spin (kJ/mol): 0.00
Total charge: +1

Each line ends with the Mulliken charge.
CARTESIAN COORDINATES (ANGSTROEM)
C  -3.0807  3.6355  0.7490  -1.198
C  -2.0328  2.9777  -0.2014  -0.192
P  -1.4519  1.4513  0.6647  0.355
C  -0.0063  2.1270  1.5985  -1.612
C  -0.9438  0.0743  -0.5957  0.715
C  -2.3100  -0.0689  -1.3317  -1.604
C  -2.8101  -1.3686  -1.9770  -0.638
O  -3.0615  -1.3818  -3.1781  -0.506
I  -3.3230  -3.2136  -0.9846  0.034
N  -0.6762  -1.1928  0.1718  1.129
C  -1.1334  -1.2725  1.6070  -1.279
C  -2.6246  -1.3439  1.9114  -0.523
C  -3.0424  -0.3520  3.0379  -0.453
C  -4.4450  0.1342  2.8272  0.246
O  -4.7911  1.2764  3.0590  -0.539
O  -5.3477  -0.8111  2.3954  -0.497
C  0.6867  -1.4461  0.3116  -0.392
N  1.1267  -2.6799  0.4172  0.258
Cl  0.0332  -3.9580  0.2716  -0.031
C  2.5333  -3.0530  0.6696  0.619
C  2.7220  -4.3549  1.4503  -1.481
C  2.9843  -5.5720  0.5593  -0.647
N  4.2619  -5.5208  -0.1380  -0.574
N  1.5029  -0.3867  0.3582  0.162
C  1.4921  0.5026  -0.8433  -0.107
P  3.1762  0.4136  -1.7089  0.339
O  3.8911  -0.9422  -1.1287  -0.359
Br  4.2270  1.9125  -0.4380  -0.277
C  0.1921  0.3664  -1.6456  2.511
C  -0.0920  1.5891  -2.5473  -1.084
C  0.9846  2.6711  -2.7366  -1.711
C  1.1040  3.7972  -1.7192  0.769
C  2.1145  4.8447  -2.2259  -1.239
O  3.3476  4.2755  -2.6231  -0.506
C  0.1108  -0.8766  -2.6149  -1.718
C  1.1337  -1.1268  -3.7249  -0.489
C  2.1981  -2.1968  -3.3969  -1.079
F  1.6981  0.0062  -4.2731  -0.355
H  -3.8970  4.0685  0.1883  0.377
H  -2.6064  4.4629  1.2666  0.379
H  -3.4278  2.9609  1.5217  0.210
H  -2.5528  2.7445  -1.1202  0.610
H  -1.2366  3.6950  -0.3197  -0.144
H  -0.4732  2.7143  2.3864  0.567
H  0.6036  2.8176  1.0286  0.346
H  0.5672  1.3572  2.0919  0.357
H  -3.1167  0.2505  -0.6707  1.243
H  -2.3418  0.6460  -2.1390  0.302
H  -0.7693  -2.2454  1.9332  0.624
H  -0.5981  -0.6133  2.2850  0.582
H  -3.2501  -1.1519  1.0552  -0.244
H  -2.9081  -2.3238  2.2648  0.717
H  -3.0860  -0.9177  3.9648  0.478
H  -2.3776  0.4910  3.1049  0.359
H  -5.5755  -0.6668  1.4737  0.334
H  3.0209  -3.1909  -0.2877  0.036
H  3.0570  -2.2802  1.2131  -0.040
H  3.6337  -4.2151  2.0247  0.360
H  1.9392  -4.5219  2.1821  0.530
H  2.1882  -5.7096  -0.1611  0.343
H  2.9991  -6.4380  1.2137  0.389
H  4.9616  -5.0446  0.4103  0.232
H  4.1890  -5.0982  -1.0497  0.286
H  2.4290  -0.5402  0.7311  0.488
H  1.5193  1.5210  -0.4695  -0.429
H  4.2830  -0.7811  -0.2498  0.071
H  -1.0298  2.0842  -2.3292  0.543
H  -0.2419  1.2388  -3.5580  0.528
H  0.6748  3.1881  -3.6454  0.885
H  1.9454  2.2585  -3.0183  0.259
H  1.4514  3.4954  -0.7362  -0.356
H  0.1577  4.3250  -1.7016  0.261
H  2.3372  5.4921  -1.3852  0.421
H  1.6656  5.4310  -3.0202  0.424
H  3.3755  4.2259  -3.5765  0.327
H  -0.0311  -1.8138  -2.0806  0.449
H  -0.8207  -0.7272  -3.1384  0.650
H  0.5750  -1.5720  -4.5428  0.586
H  2.0310  -3.0905  -3.9784  0.432
H  3.1673  -1.7834  -3.6462  0.346
H  2.1617  -2.4152  -2.3357  -0.067
C  6.9762  -0.8722  1.2353  -0.777
N  5.6585  -0.6418  1.8885  0.702
O  4.6452  -0.9636  1.2773  -0.457
O  5.6580  -0.1484  2.9774  -0.456
H  6.8080  -1.3179  0.2624  0.274
H  7.4638  0.0937  1.1469  0.314
H  7.5442  -1.5348  1.8807  0.306
C  -7.9407  1.7510  3.3379  -0.707
N  -9.2758  2.3645  3.5792  0.894
O  -9.5258  3.4083  3.0186  -0.529
O  -10.0218  1.7712  4.3240  -0.530
H  -7.3853  2.3859  2.6603  0.311
H  -7.4382  1.6724  4.2957  0.278
H  -8.1071  0.7678  2.9095  0.279

Atomic forces in eV per Å
0.803 0.280 -0.003
-0.812 -0.119 0.977
0.131 -0.167 0.306
-0.568 0.170 -0.252
-0.696 0.941 0.040
-0.194 -0.541 0.371
-0.527 0.065 -3.410
0.622 0.079 2.932
0.031 0.327 0.031
0.472 0.417 0.189
-0.223 -1.571 0.350
-0.400 1.143 0.611
-0.471 -1.148 -0.496
-0.557 2.047 0.282
0.362 -1.418 -0.442
0.582 -0.263 0.238
-0.456 0.393 -0.518
0.290 -0.223 0.515
-0.127 -0.030 -0.056
0.167 -0.750 0.207
0.170 0.170 -0.236
0.229 -0.014 0.396
-0.358 0.016 -0.092
0.370 -0.022 -0.434
0.142 0.559 1.003
0.502 -0.247 -1.071
-0.674 0.552 -0.438
0.025 0.195 0.369
-0.052 -1.720 -0.338
0.538 0.607 -0.245
-0.536 0.338 -0.045
0.827 0.192 -0.914
-0.109 -0.347 0.565
0.080 -0.041 0.090
0.177 0.630 -0.034
-0.150 -1.718 -0.379
-0.171 1.134 0.214
0.126 0.536 0.195
-0.327 -0.102 -0.069
0.053 0.171 0.166
-0.397 -0.188 -0.019
0.232 -0.040 -0.367
0.281 -0.066 -0.584
-0.108 0.133 0.162
0.317 -0.075 -0.066
0.279 -0.163 -0.041
-0.133 -0.146 0.303
0.037 0.049 -0.352
0.133 -0.147 -0.071
-0.027 0.756 -0.281
0.152 0.040 -0.373
0.081 -0.417 -0.233
0.267 0.109 0.389
0.062 0.276 0.222
-0.343 0.194 -0.130
0.091 0.273 -0.328
-0.422 0.288 -0.044
0.151 0.043 0.257
-0.242 -0.043 0.046
-0.134 -0.125 -0.175
-0.156 -0.257 0.051
0.207 -0.001 -0.054
0.137 0.100 -0.086
0.139 -0.139 -0.131
-0.178 0.091 0.113
0.215 -0.392 -0.040
-0.039 0.077 0.477
-0.093 -0.396 -0.165
-0.049 0.006 -0.273
0.251 -0.251 0.237
-0.289 -0.142 0.227
-0.282 -0.012 0.550
0.017 0.399 0.011
-0.025 0.170 -0.238
0.074 -0.034 -0.289
0.202 -0.214 0.087
-0.228 0.089 -0.046
-0.341 0.149 -0.175
-0.038 -0.260 -0.056
0.319 -0.134 -0.009
0.234 -0.283 0.154
-0.025 -0.093 -0.253
0.758 0.349 0.334
-0.227 -0.151 0.459
-0.152 -0.037 0.061
-0.048 -0.002 -0.023
0.010 0.027 0.091
0.018 0.063 0.082
0.107 0.083 -0.107
0.145 -0.041 -0.064
-0.041 0.165 -0.092
-0.131 -0.118 0.142
-0.018 0.049 0.010
-0.024 -0.077 0.023
-0.017 -0.057 0.100